Version i
2 unconnected molecules or ions with the total composition C4H10N2O2. Source: OMol25; level of theory: ωB97M-V/def2-TZVPD.

Properties
SMILES string: CC(N)=O.CC(N)=O
Orbital gap (eV): 10.5

ORCA input file:
```
! RIJCOSX wB97M-V def2-TZVPD def2/J DEFGRID3
* xyz 0 1
O 0.27 -0.17 -1.61
O 0.39 -0.07 1.92
N -0.22 1.95 1.18
N -0.13 -1.73 -0.11
C -0.55 -0.89 -1.10
C 2.08 1.11 0.64
C 0.72 0.95 1.38
C -1.90 -1.33 -1.59
H -2.65 -0.60 -1.62
H 2.63 2.02 1.06
H -0.83 -2.26 0.40
H -0.02 2.82 0.68
H -1.57 -1.86 -2.50
H 2.73 0.23 0.78
H 1.97 1.50 -0.31
H -1.14 1.85 1.49
H -2.41 -2.24 -1.07
H 0.63 -1.27 0.37
*
```

natural (NBO) population analysis, charges in e, atoms 1 to 4: -0.630, -0.630, -0.836, -0.816

Version ii
2 unconnected molecules or ions with the total composition C4H10N2O2. Source: OMol25; level of theory: ωB97M-V/def2-TZVPD.

Properties
SMILES string: NC(=O)O.CN1CC1
Orbital gap (eV): 10.1

ORCA input file:
```
! RIJCOSX wB97M-V def2-TZVPD def2/J DEFGRID3
* xyz 0 1
O -1.77 -0.90 1.75
O -1.02 1.22 1.98
N -0.25 0.24 -0.80
N 0.41 -0.57 2.05
C -0.79 0.04 1.75
C 0.24 1.27 -1.71
C 1.13 0.97 -0.56
C -0.13 -1.12 -1.30
H -0.32 2.20 -1.69
H -2.58 -0.35 1.81
H 1.21 1.72 0.21
H 2.01 0.35 -0.68
H 0.47 -1.56 1.87
H -0.76 -1.77 -0.69
H -0.49 -1.21 -2.33
H 0.89 -1.51 -1.25
H 0.57 0.94 -2.69
H 1.19 0.03 2.27
*
```

natural (NBO) population analysis, charges in e, atoms 1 to 4: -0.708, -0.663, -0.415, -0.861

Version iii
2 unconnected molecules or ions with the total composition C4H10N2O2. Source: OMol25; level of theory: ωB97M-V/def2-TZVPD.

Properties
SMILES string: C[N+]([O-])=C=[N+](C)[O-].C
Orbital gap (spin up / spin down) (eV): 8.5 / 8.5

ORCA input file:
```
! RIJCOSX wB97M-V def2-TZVPD def2/J DEFGRID3
* xyz 0 1
O 2.34 -1.17 1.09
O 1.64 -1.01 -2.52
N 1.18 -1.32 0.58
N 1.01 -0.30 -1.67
C -1.78 1.47 1.04
C 0.75 -0.61 -0.43
C 0.19 -1.89 1.55
C 0.61 1.12 -2.18
H -2.46 2.21 0.47
H -0.07 -1.33 2.42
H -1.61 1.83 2.03
H 1.58 1.68 -2.19
H -2.46 0.63 1.20
H 0.69 -2.79 1.93
H -0.21 1.66 -1.77
H 0.24 1.00 -3.13
H -0.97 1.08 0.45
H -0.66 -2.25 1.12
*
```

natural (NBO) population analysis, charges in e, atoms 1 to 4: -0.449, -0.471, 0.108, 0.101

Version iv
2 unconnected molecules or ions with the total composition C4H10N2O2. Source: OMol25; level of theory: ωB97M-V/def2-TZVPD.

Properties
SMILES string: CC(C)=O.N/N=C/O
Orbital gap (spin up / spin down) (eV): 8.5 / 8.5

ORCA input file:
```
! RIJCOSX wB97M-V def2-TZVPD def2/J DEFGRID3
* xyz 0 1
O -0.25 -2.07 1.05
O -0.40 1.54 -0.55
N -1.95 -0.97 0.03
N -2.49 -0.69 -1.16
C 0.55 0.88 -0.04
C -0.71 -1.43 -0.04
C 1.77 0.61 -0.89
C 0.84 1.04 1.44
H 2.38 1.50 -0.98
H -3.40 -0.25 -1.05
H 1.36 1.98 1.62
H 1.44 0.31 -1.90
H -0.24 -1.80 -0.96
H -1.92 -0.05 -1.72
H 1.46 0.22 1.80
H -0.11 1.06 1.99
H 2.36 -0.20 -0.46
H -0.70 -1.68 1.82
*
```

natural (NBO) population analysis, charges in e, atoms 1 to 4: -0.684, -0.577, -0.279, -0.639

The relative energies come out as version i 0.000; version ii 1.216; version iii 7.504; version iv 2.314, with values in eV.

Version i
A single C4H10N2O2 molecule. Source: OMol25; level of theory: ωB97M-V/def2-TZVPD.

Properties
SMILES string: NCCNCC(=O)O
Orbital gap (eV): 10.2

ORCA input file:
```
! RIJCOSX wB97M-V def2-TZVPD def2/J DEFGRID3
* xyz 0 1
O 1.05 -1.81 0.93
O 3.13 -1.49 0.25
N -2.28 -0.83 0.04
N 0.36 0.81 0.65
C -1.34 -0.23 -0.90
C -0.65 1.04 -0.38
C 2.03 -1.06 0.42
C 1.66 0.40 0.14
H 2.47 0.97 0.59
H 0.42 1.63 1.23
H -2.98 -0.12 0.25
H -1.89 0.04 -1.80
H 0.25 -1.25 1.03
H -0.54 -0.93 -1.16
H 1.75 0.59 -0.92
H -1.80 -1.03 0.91
H -1.42 1.71 -0.03
H -0.22 1.56 -1.25
*
```

natural (NBO) population analysis, charges in e, atoms 1 to 4: -0.670, -0.575, -0.811, -0.658

Version ii
2 unconnected molecules or ions with the total composition C4H10N2O2. Source: OMol25; level of theory: ωB97M-V/def2-TZVPD.

Properties
Orbital gap (eV): 5.4

ORCA input file:
```
! RIJCOSX wB97M-V def2-TZVPD def2/J DEFGRID3
* xyz 0 1
O -2.39 1.17 -0.67
O 2.76 0.11 -0.16
N 0.80 1.31 1.13
N -2.94 -1.00 -0.20
C -2.01 0.05 -0.36
C 0.39 0.79 -0.20
C 1.76 0.36 -0.99
C -0.59 -0.27 -0.18
H 1.68 -0.41 -1.79
H -0.36 -1.33 -0.31
H 1.75 1.65 1.01
H 1.58 -1.82 1.25
H -3.78 -0.61 -0.61
H 1.39 -2.01 1.95
H 1.03 0.45 1.62
H 2.02 1.31 -1.51
H -2.98 -1.38 0.74
H -0.11 1.62 -0.72
*
```

natural (NBO) population analysis, charges in e, atoms 1 to 4: -0.531, -0.579, -0.746, -0.848

The relative energies come out as version i 0.000; version ii 6.095, with values in eV.

Version i
2 unconnected molecules or ions with the total composition C4H8NPS. Source: OMol25; level of theory: ωB97M-V/def2-TZVPD.

Properties
Orbital gap (spin up / spin down) (eV): 9.4 / 5.5

ORCA input file:
```
! RIJCOSX wB97M-V def2-TZVPD def2/J DEFGRID3
* xyz 0 1
S -3.62 -1.33 -0.12
P -3.15 0.41 1.16
N -2.55 1.28 0.10
C 0.78 0.78 0.91
C 0.44 -0.15 -1.29
C 2.30 -0.82 0.06
C 1.20 -0.13 -0.09
H -0.21 0.71 1.11
H 1.25 0.61 1.93
H -0.39 0.50 -1.59
H 0.56 -0.89 -2.21
H 2.90 -0.67 0.96
H -3.03 -0.68 -1.02
H 0.79 1.89 0.67
H 2.73 -1.53 -0.58
*
```

natural (NBO) population analysis, charges in e, atoms 1 to 4: -0.254, 0.898, -0.776, -0.625

Version ii
A single C4H8NPS molecule. Source: OMol25; level of theory: ωB97M-V/def2-TZVPD.

Properties
SMILES string: C[C@@H]1CCSP=N1
Orbital gap (eV): 8.6

ORCA input file:
```
! RIJCOSX wB97M-V def2-TZVPD def2/J DEFGRID3
* xyz 0 1
S -2.59 1.01 0.28
P -2.31 -1.08 0.02
N -0.69 -1.47 -0.28
C 0.23 0.91 0.21
C 0.44 -0.56 -0.29
C -1.04 1.65 -0.43
C 1.51 -1.38 0.54
H -1.16 2.74 -0.42
H -0.09 0.78 1.18
H -1.16 1.29 -1.49
H 0.70 -0.56 -1.38
H 0.97 -2.00 1.08
H 1.06 1.47 0.13
H 2.16 -0.72 1.08
H 1.97 -2.07 -0.23
*
```

natural (NBO) population analysis, charges in e, atoms 1 to 4: -0.114, 0.833, -0.836, -0.419

Version iii
A molecular structure, C4H8NPS. Source: OMol25; level of theory: ωB97M-V/def2-TZVPD.

Properties
Orbital gap (spin up / spin down) (eV): 7.1 / 7.2

ORCA input file:
```
! RIJCOSX wB97M-V def2-TZVPD def2/J DEFGRID3
* xyz 0 1
S 2.36 -0.52 -0.17
P 3.96 -0.87 1.13
N 0.89 0.79 -1.35
C -1.46 1.18 -1.27
C 0.98 -0.65 1.03
C -0.31 -0.51 0.35
C -0.16 0.56 -0.74
H -1.21 2.24 -1.35
H -1.80 0.77 -2.22
H -1.01 0.06 1.05
H 1.12 -1.68 1.47
H 1.05 0.12 1.68
H -2.09 0.91 -0.44
H -0.68 -1.45 0.01
H 4.47 -1.69 0.11
*
```

natural (NBO) population analysis, charges in e, atoms 1 to 4: 0.123, 0.095, -0.309, -0.650

The relative energies come out as version i 3.552; version ii 0.000; version iii 2.280, with values in eV.

Version i
A molecular structure, C46H23F4N8OP2S6Se2Tl. Source: OMol25; level of theory: ωB97M-V/def2-TZVPD.

Properties
Orbital gap (spin up / spin down) (eV): 5.3 / 4.9

ORCA input file:
```
! RIJCOSX wB97M-V def2-TZVPD def2/J DEFGRID3
* xyz -2 1
Tl -0.78 0.28 1.48
Se -4.90 -2.50 2.35
Se -2.49 5.26 -1.42
S -2.58 4.44 4.02
S -0.12 2.94 0.77
S -0.32 -1.38 3.98
S -0.34 5.38 2.41
S -2.74 1.81 2.68
S 1.52 -0.62 -1.72
P 2.25 -0.59 0.11
P 0.76 -1.99 2.43
F -2.14 4.45 -4.26
F -2.95 4.09 -6.73
F -3.06 -0.07 -3.28
F -3.87 -0.45 -5.72
O -1.45 6.80 4.34
N -3.51 5.29 0.03
N -1.37 0.34 -0.87
N -3.82 3.35 -9.59
N -4.43 -0.72 -8.77
N 0.50 3.54 -2.68
N -3.70 1.73 -0.24
N -2.66 3.41 -1.47
N -2.57 -1.03 1.38
C 4.10 2.86 1.39
C 4.07 -2.72 4.65
C 1.29 -0.54 1.59
C -0.47 -3.11 0.17
C -5.02 2.44 1.68
C -2.51 2.20 -3.67
C -4.12 0.28 -8.27
C -2.54 3.22 -4.63
C 5.40 -2.96 1.26
C 4.32 -4.08 4.48
C -0.68 -4.36 2.23
C 3.02 -2.12 3.97
C -3.38 1.77 -6.41
C 3.11 -3.19 -0.29
C -1.24 -4.07 -0.48
C 3.41 -1.98 0.33
C -1.72 -5.17 0.22
C 3.54 -4.82 3.62
C -3.77 2.57 -8.75
C 5.13 2.19 -0.68
C -0.93 3.78 2.02
C 3.34 0.87 0.26
C 2.49 -4.22 2.93
C -3.43 2.99 -0.44
C 3.25 1.76 1.33
C 4.56 -1.87 1.11
C -4.76 3.75 1.46
C 5.10 -4.16 0.63
C -2.98 0.97 -4.12
C -3.40 0.77 -5.41
C -3.49 -1.62 1.78
C 4.28 1.10 -0.75
C 5.04 3.07 0.40
C -2.96 3.03 -5.92
C -3.75 1.54 -7.76
C -1.97 3.34 2.78
C -1.66 1.25 -1.49
C -0.52 3.03 -2.50
C -1.88 2.46 -2.31
C -3.90 4.10 0.37
C -0.18 -3.26 1.52
C -4.39 1.43 0.88
C -1.46 5.76 3.72
C 2.22 -2.87 3.10
C -1.44 -5.31 1.57
C 3.96 -4.28 -0.13
H 6.30 -2.87 1.87
H 5.70 3.93 0.45
H -1.83 -6.16 2.12
H 4.68 -2.14 5.33
H 5.85 2.37 -1.46
H -5.18 4.53 2.08
H 2.80 -1.07 4.10
H 5.77 -5.01 0.75
H -2.32 -5.91 -0.29
H 4.79 -0.93 1.60
H -0.10 -2.25 -0.38
H 5.13 -4.56 5.02
H 3.72 -5.22 -0.61
H -4.70 0.39 0.97
H 2.52 1.58 2.10
H 3.73 -5.88 3.48
H 1.88 -4.81 2.25
H -5.65 2.14 2.50
H 4.32 0.42 -1.59
H -0.49 -4.43 3.29
H 2.23 -3.26 -0.91
H -1.48 -3.94 -1.53
H 4.02 3.55 2.22
*
```

Mulliken population analysis, charges in e, atoms 1 to 4: 0.816, -0.254, 0.293, -0.166

Version ii
A molecular structure, C46H23F4N8OP2S6Se2Tl. Source: OMol25; level of theory: ωB97M-V/def2-TZVPD.

Properties
Orbital gap (spin up / spin down) (eV): 2.1 / 2.1

ORCA input file:
```
! RIJCOSX wB97M-V def2-TZVPD def2/J DEFGRID3
* xyz -2 1
Tl -0.69 0.20 0.14
Se 0.35 3.61 4.13
Se 3.62 0.86 3.24
S -5.76 0.65 1.12
S -5.18 -2.17 0.65
S -1.77 0.02 -2.68
S -2.92 1.49 1.11
S 0.01 2.88 1.10
S -2.26 -1.86 0.58
P -0.25 1.25 -2.79
P 2.15 1.78 -0.87
F -1.43 -6.84 -0.29
F 3.10 -5.36 -2.92
F 2.04 -7.71 -3.43
F -0.31 -4.49 0.26
O -7.60 -1.23 1.09
N -2.46 -9.63 -1.17
N 0.01 0.08 2.42
N 4.21 -2.68 -1.95
N 0.63 -10.43 -3.73
N 0.84 -1.57 0.12
N 0.40 2.25 5.27
N 2.37 1.24 0.68
N 0.16 2.41 2.69
C -4.05 0.22 0.96
C 2.96 6.30 -0.64
C -6.43 -0.98 0.98
C 0.02 -1.12 3.01
C 2.92 1.10 1.73
C -0.24 3.92 -3.72
C -1.50 -9.14 -1.59
C 0.27 1.10 4.61
C 3.73 4.05 -0.40
C 1.97 -5.69 -2.26
C -0.20 1.35 -5.53
C -0.33 -8.65 -2.17
C -0.32 -6.48 -0.97
C 1.51 0.44 -6.93
C 3.18 -3.07 -1.61
C 0.23 -9.59 -3.04
C 3.74 1.24 -1.61
C 1.40 -4.78 -1.35
C 0.27 -0.17 5.20
C -0.73 5.21 -3.76
C 6.07 0.41 -2.86
C 5.64 -0.22 -1.70
C 3.97 5.41 -0.33
C 5.32 1.44 -3.40
C 1.73 0.31 -4.54
C 0.53 0.98 -4.41
C 2.46 3.59 -0.76
C 0.14 -1.28 4.38
C 0.23 -7.38 -1.90
C -3.78 -1.10 0.74
C 0.13 1.15 3.18
C -0.87 2.97 -2.91
C 1.70 5.85 -1.00
C 1.45 4.49 -1.04
C 0.83 0.89 -1.47
C -1.82 5.56 -2.98
C 0.29 1.09 -6.79
C 1.42 -6.92 -2.53
C 4.47 0.18 -1.09
C 1.28 -2.49 -0.44
C -2.44 4.62 -2.17
C -1.97 3.32 -2.14
C 1.94 -3.48 -1.12
C 0.24 -5.25 -0.70
C 2.23 0.05 -5.81
C 4.16 1.86 -2.78
H -0.27 1.39 -7.67
H 0.15 -2.27 4.79
H -3.29 4.90 -1.57
H 3.57 2.67 -3.19
H 6.20 -1.05 -1.29
H 1.89 0.22 -7.91
H -2.20 6.57 -3.02
H 6.98 0.09 -3.34
H -0.08 -1.97 2.35
H 0.38 -0.25 6.27
H 3.15 7.37 -0.59
H -1.17 1.83 -5.40
H -0.25 5.95 -4.39
H 4.14 -0.33 -0.19
H 3.17 -0.46 -5.91
H 5.64 1.93 -4.32
H 2.27 -0.02 -3.66
H -2.44 2.58 -1.52
H 0.63 3.64 -4.30
H 4.51 3.33 -0.18
H 4.94 5.77 -0.04
H 0.47 4.12 -1.28
H 0.91 6.55 -1.23
*
```

Mulliken population analysis, charges in e, atoms 1 to 4: 0.955, 0.300, -0.087, -0.187

The relative energies come out as version i 0.000; version ii 0.831, with values in eV.